Formula: C53H79ClFN12O7P2
Source: the Open Molecules 2025 dataset
Level of theory: the ωB97M-V functional and the def2-TZVPD basis

Output
total energy: -122262.10003 eV

The geometry in ORCA input format:
```
! RIJCOSX wB97M-V def2-TZVPD def2/J DEFGRID3
* xyz 1 1
N 0.149 -2.981 2.229
C 1.172 -3.342 1.234
O 1.083 -2.889 0.131
C 2.289 -4.343 1.701
C 3.743 -3.717 1.562
N 4.140 -2.990 2.791
Cl 4.489 -4.040 4.106
C 5.142 -2.000 2.571
N 6.165 -1.998 1.576
C 5.740 -1.422 0.265
C 6.932 -0.597 -0.402
O 6.375 0.698 -0.796
C 7.129 1.752 -0.275
O 8.302 1.805 -0.610
P 7.126 -3.476 1.474
P 6.926 -4.448 -0.491
O 7.457 -3.623 -1.601
O 7.898 -5.793 -0.374
O 5.392 -4.972 -0.857
N 5.099 -0.934 3.336
C 4.079 -0.712 4.403
C 2.691 -0.351 3.706
C 1.602 0.099 4.750
C 0.423 0.784 3.911
C -1.029 0.342 4.367
C -1.803 -0.448 3.245
C -3.234 0.191 2.969
C -4.085 -0.698 1.988
C -5.632 -0.462 2.146
C -6.216 -0.831 3.575
C -5.903 -2.306 4.043
C -6.975 -3.351 3.524
N -6.483 -4.043 2.299
C -6.978 -3.729 1.060
C -6.236 -4.610 0.165
C -5.327 -5.427 1.017
C -5.523 -5.026 2.403
C 6.091 0.161 3.185
C 7.346 -0.145 4.068
O 7.875 -1.187 4.178
F 7.826 0.916 4.812
H 0.576 -2.427 2.982
H -0.190 -3.833 2.694
H 2.218 -5.231 1.011
H 2.097 -4.706 2.738
H 4.424 -4.606 1.477
H 3.711 -3.091 0.642
H 5.253 -2.135 -0.442
H 4.958 -0.641 0.496
H 7.714 -0.461 0.386
H 7.309 -1.063 -1.339
H 6.642 2.487 0.416
H 6.574 -4.456 2.373
H 7.348 -6.592 -0.247
H 4.860 -4.269 -1.270
H 3.997 -1.556 5.126
H 4.325 0.197 5.015
H 2.333 -1.150 3.016
H 2.918 0.551 3.066
H 1.991 0.893 5.447
H 1.231 -0.759 5.362
H 0.559 1.899 3.879
H 0.548 0.432 2.847
H -0.941 -0.329 5.262
H -1.581 1.254 4.721
H -1.285 -0.468 2.255
H -1.963 -1.510 3.557
H -3.757 0.361 3.942
H -3.062 1.172 2.453
H -3.812 -0.376 0.943
H -3.795 -1.783 2.054
H -6.236 -1.036 1.393
H -5.818 0.632 1.944
H -5.828 -0.067 4.301
H -7.335 -0.730 3.588
H -4.896 -2.672 3.720
H -5.956 -2.315 5.168
H -7.928 -2.836 3.227
H -7.207 -4.111 4.309
H -7.740 -2.957 0.822
H -6.309 -4.662 -0.941
H -4.621 -6.187 0.634
H -5.012 -5.397 3.309
H 5.638 1.098 3.611
H 6.326 0.396 2.124
N -5.105 3.153 4.979
C -6.089 3.405 5.898
C -7.180 3.891 5.225
C -6.845 3.929 3.847
C -5.561 3.465 3.726
H -4.191 2.793 5.190
H -5.926 3.218 6.947
H -8.116 4.186 5.673
H -7.475 4.259 3.036
H -4.933 3.332 2.859
N -3.813 -2.486 -1.713
C -2.655 -2.282 -1.017
C -1.930 -1.318 -1.669
C -2.685 -0.920 -2.803
C -3.844 -1.657 -2.800
H -4.531 -3.146 -1.460
H -2.445 -2.841 -0.119
H -0.966 -0.940 -1.366
H -2.411 -0.177 -3.537
H -4.684 -1.664 -3.478
N -5.085 1.772 -3.852
C -4.712 2.989 -3.349
C -4.966 3.938 -4.307
C -5.519 3.268 -5.429
C -5.582 1.934 -5.117
H -5.005 0.894 -3.366
H -4.299 3.074 -2.357
H -4.778 4.995 -4.212
H -5.835 3.713 -6.359
H -5.934 1.088 -5.683
N 7.083 6.745 -0.618
C 7.506 5.532 -0.147
C 8.029 4.821 -1.201
C 7.920 5.649 -2.350
C 7.336 6.826 -1.958
H 6.654 7.466 -0.064
H 7.398 5.278 0.896
H 8.437 3.830 -1.142
H 8.235 5.407 -3.354
H 7.080 7.712 -2.516
N 2.051 -0.354 -2.594
C 2.688 0.843 -2.396
C 2.293 1.700 -3.391
C 1.379 0.994 -4.218
C 1.249 -0.267 -3.699
H 2.156 -1.171 -2.017
H 3.365 0.981 -1.568
H 2.622 2.720 -3.513
H 0.875 1.371 -5.094
H 0.658 -1.110 -4.020
N 6.335 5.001 -5.906
C 6.759 3.786 -5.439
C 7.278 3.084 -6.496
C 7.168 3.909 -7.645
C 6.585 5.085 -7.250
H 5.906 5.719 -5.349
H 6.653 3.528 -4.398
H 7.692 2.089 -6.449
H 7.482 3.668 -8.649
H 6.327 5.972 -7.806
N -9.990 0.767 -5.821
C -10.489 -0.196 -6.657
C -9.429 -0.844 -7.235
C -8.243 -0.254 -6.724
C -8.622 0.735 -5.852
H -10.542 1.399 -5.269
H -11.552 -0.334 -6.768
H -9.496 -1.653 -7.945
H -7.228 -0.525 -6.968
H -8.040 1.416 -5.255
*
```

These are the Mulliken partial charges, in e, on atoms 1 to 99: atom 1 (N): -0.172, atom 2 (C): 0.016, atom 3 (O): -0.429, atom 4 (C): -0.715, atom 5 (C): 0.158, atom 6 (N): 0.397, atom 7 (Cl): -0.030, atom 8 (C): -1.388, atom 9 (N): 1.317, atom 10 (C): -0.655, atom 11 (C): -1.095, atom 12 (O): -0.251, atom 13 (C): 0.268, atom 14 (O): -0.549, atom 15 (P): -0.177, atom 16 (P): 0.952, atom 17 (O): -0.592, atom 18 (O): -0.500, atom 19 (O): -0.526, atom 20 (N): 0.673, atom 21 (C): -1.471, atom 22 (C): 0.569, atom 23 (C): -0.693, atom 24 (C): -0.950, atom 25 (C): -0.282, atom 26 (C): -0.293, atom 27 (C): -0.579, atom 28 (C): -0.386, atom 29 (C): -0.900, atom 30 (C): -0.696, atom 31 (C): -0.175, atom 32 (C): -1.030, atom 33 (N): 0.287, atom 34 (C): -0.311, atom 35 (C): -0.807, atom 36 (C): -0.637, atom 37 (C): -0.323, atom 38 (C): 0.226, atom 39 (C): 0.593, atom 40 (O): -0.365, atom 41 (F): -0.258, atom 42 (H): 0.109, atom 43 (H): 0.300, atom 44 (H): 0.437, atom 45 (H): 0.380, atom 46 (H): 0.187, atom 47 (H): -0.177, atom 48 (H): 0.373, atom 49 (H): 0.451, atom 50 (H): 0.428, atom 51 (H): 0.505, atom 52 (H): 0.318, atom 53 (H): 0.076, atom 54 (H): 0.340, atom 55 (H): 0.356, atom 56 (H): 0.284, atom 57 (H): 0.491, atom 58 (H): -0.332, atom 59 (H): 0.281, atom 60 (H): 0.373, atom 61 (H): 0.432, atom 62 (H): 0.478, atom 63 (H): 0.344, atom 64 (H): 0.359, atom 65 (H): 0.195, atom 66 (H): 0.188, atom 67 (H): 0.182, atom 68 (H): 0.182, atom 69 (H): 0.243, atom 70 (H): 0.324, atom 71 (H): 0.205, atom 72 (H): 0.252, atom 73 (H): 0.391, atom 74 (H): 0.172, atom 75 (H): 0.526, atom 76 (H): 0.087, atom 77 (H): 0.385, atom 78 (H): 0.394, atom 79 (H): 0.316, atom 80 (H): 0.402, atom 81 (H): 0.681, atom 82 (H): 0.373, atom 83 (H): 0.390, atom 84 (H): 0.465, atom 85 (H): -0.419, atom 86 (N): 0.075, atom 87 (C): -0.583, atom 88 (C): -0.395, atom 89 (C): -0.532, atom 90 (C): -0.374, atom 91 (H): 0.212, atom 92 (H): 0.375, atom 93 (H): 0.418, atom 94 (H): 0.422, atom 95 (H): 0.399, atom 96 (N): 0.282, atom 97 (C): -0.938, atom 98 (C): -0.090, atom 99 (C): -0.916